19
Properties=species:S:1:pos:R:3 method="wB97M-V/def2-TZVPD" homo_ha="-0.4922 / -0.4983" multiplicity=1 total_charge=+1 orbital_gap_ev="7.129 / 9.306" relative_energy_kcal_mol=160.9
C -1.54 -0.43 -0.22
C -3.60 0.79 0.32
C 0.81 0.07 -1.07
C 1.52 0.93 -0.02
C -0.28 -0.96 -0.50
C 0.24 -1.64 0.76
N -2.50 0.29 -0.14
N 0.98 2.17 0.36
H -3.91 1.09 1.30
H -4.38 0.78 -0.43
H 0.38 0.94 -1.58
H 1.55 -0.31 -1.68
H 1.90 0.21 0.90
H 2.47 1.04 -0.58
H -0.38 -1.79 -1.28
H 1.23 -1.99 0.63
H -0.23 -2.58 0.92
H 0.14 -0.99 1.50
H 1.55 2.58 1.09